No. 1
10
Properties=species:S:1:pos:R:3:forces:R:3 method="wB97M-V/def2-TZVPD" fmax_ev_per_a=4.93 homo_lumo_gap_ha=0.359 smiles="O=[N+]([O-])c1cnco1" spin_multiplicity=1 homo_ev=-10.84 lumo_energy_ev=-1.1 relative_energy_kj_mol=579.1
O 2.64116 0.82990 -0.13184 -3.811 -2.319 1.012
N 1.75702 -0.11104 0.07031 3.282 2.276 -2.691
O 2.08234 -1.24390 0.30112 -0.264 -0.049 0.618
C 0.33635 0.08416 -0.23999 1.502 -0.981 1.028
C -0.51537 1.05524 0.03581 -0.503 4.263 0.871
N -1.85390 0.57694 0.28963 3.639 -2.060 -2.603
C -1.59569 -0.69968 -0.05417 -3.598 -0.624 1.753
O -0.34404 -1.07854 -0.26403 -0.665 -0.470 -0.316
H -0.11444 2.13970 0.03137 -1.356 -1.858 0.486
H -2.39344 -1.55278 -0.03820 1.774 1.821 -0.158

---

No. 2
18
Properties=species:S:1:pos:R:3:forces:R:3 method="wB97M-V/def2-TZVPD" fmax_ev_per_a=1.52 homo_lumo_gap_ha=0.397 smiles=CO.CO.CO spin_multiplicity=1 homo_ev=-10.14 lumo_energy_ev=0.7 relative_energy_kj_mol=170.3
C -2.43441 -4.10885 0.88977 -0.750 0.005 1.008
O -2.11392 -3.60050 -0.37093 0.556 -0.253 -0.536
H -1.60164 -4.07809 1.59238 0.139 0.231 0.073
H -3.26483 -3.49896 1.24549 -0.095 -0.132 0.689
H -2.77318 -5.14459 0.91407 0.032 -0.013 -0.744
H -1.73528 -2.74411 -0.15922 0.166 0.229 -0.490
C -1.67409 0.83045 0.23921 0.987 0.754 -0.880
O -0.40351 0.15304 0.20964 -0.645 -0.167 0.714
H -2.33084 0.46262 1.02755 0.205 -0.483 -0.355
H -1.55517 1.89893 0.41897 0.250 0.166 0.357
H -2.06998 0.81008 -0.77614 -0.747 -0.456 0.188
H 0.14164 0.53722 -0.48087 -0.058 0.151 -0.028
C 3.70668 3.34461 -0.58261 -0.725 0.085 0.352
O 2.90194 2.52577 -1.45989 0.778 0.590 0.577
H 3.08100 4.08069 -0.07783 -0.326 -0.046 -0.328
H 4.11192 2.75288 0.23821 0.346 -0.153 -0.155
H 4.47970 3.90880 -1.10437 0.129 -0.239 -0.135
H 3.53400 1.87008 -1.76348 -0.241 -0.269 -0.306

---

No. 3
10
Properties=species:S:1:pos:R:3:forces:R:3 method="wB97M-V/def2-TZVPD" fmax_ev_per_a=5.53 homo_lumo_gap_ha=0.289 spin_multiplicity=1 homo_ev=-8.74 lumo_energy_ev=-0.9 relative_energy_kj_mol=115.6
C -1.03011 -1.15192 -0.17483 2.073 -3.944 -2.698
N 0.74392 2.23260 0.41722 -2.056 -4.947 -1.384
N -0.52238 0.13314 0.03633 -0.872 1.557 1.001
S 0.76570 0.88636 -0.57893 0.287 3.345 2.311
I 2.71499 -0.76230 0.03947 -0.107 0.054 0.036
H -0.92280 -1.45839 -1.29370 0.275 0.444 1.780
H -0.31007 -1.92873 0.45048 -2.449 1.418 -1.380
H -2.13012 -1.18947 -0.11533 0.583 -0.053 1.012
H 1.44225 2.88588 0.22889 1.752 0.987 -1.035
H -0.75137 0.35283 0.99040 0.514 1.139 0.357

---

No. 4
100
Properties=species:S:1:pos:R:3:forces:R:3 method="wB97M-V/def2-TZVPD" fmax_ev_per_a=8.92 homo_lumo_gap_ha=0.253 spin_multiplicity=1 homo_ev=-8.80 lumo_energy_ev=-1.9
C 12.57171 2.02974 3.47162 0.423 -0.870 -0.259
C 12.94178 1.87571 1.85372 0.545 0.686 1.116
C 11.62652 1.61859 0.90718 0.188 0.136 -0.310
C 11.14511 0.05367 0.82054 0.330 -0.070 -0.328
C 9.52991 -0.16090 1.13891 0.986 -0.112 0.090
C 8.63707 0.01478 -0.24135 0.766 0.356 0.306
C 7.04631 -0.35125 -0.06752 0.084 -0.175 0.917
C 6.45495 -1.39289 -1.19862 0.767 0.740 -0.856
C 4.98804 -0.95984 -1.80426 0.209 0.617 -0.024
C 3.70834 -1.62605 -1.02339 0.161 0.110 0.334
C 2.92251 -2.79617 -1.86069 0.127 0.177 -0.113
C 1.61358 -2.27834 -2.70023 -0.476 -0.381 -0.201
C 0.32260 -1.84886 -1.78662 -3.640 1.568 1.708
C 0.10766 -2.14069 -0.18837 -2.172 1.508 -1.915
C -1.25657 -1.68029 0.66293 0.019 0.640 -3.126
C -1.40802 -1.96857 2.26997 -0.037 0.709 -0.600
C -0.15971 -2.78309 2.95240 -0.135 1.247 -0.606
O -0.41454 -2.78063 4.42380 -1.540 -3.655 -0.926
C -1.11502 -4.00434 4.84410 2.227 -2.714 5.778
O -0.68626 -4.60364 5.98854 -2.719 4.213 -7.381
C -2.40341 -4.69907 4.10191 -0.114 -0.372 -0.694
C -3.86547 -4.16659 4.62563 -0.864 -0.223 -0.267
C -2.48986 -0.91489 -0.11964 2.471 -0.552 -2.031
C -2.27324 -0.59476 -1.74146 2.244 -1.157 0.353
C -0.89607 -1.03280 -2.56281 -0.695 -0.731 3.760
C -3.41586 0.19359 -2.67048 -0.153 1.241 -4.273
O -3.25747 0.39918 -3.99139 -0.622 -1.456 7.787
C -4.76628 0.78967 -1.95650 -2.219 0.732 2.191
C -5.90761 1.67295 -2.76945 -0.959 0.137 2.441
C -7.25397 2.31067 -2.02432 2.865 -2.286 2.247
F -8.28113 3.10237 -2.75792 3.339 -2.533 2.280
C -7.40724 2.02168 -0.40661 1.661 -1.557 -1.127
C -8.66079 2.61380 0.52224 1.664 0.093 -0.561
C -8.23007 4.19607 0.84847 -0.921 -0.262 -0.595
C -7.82541 4.44270 2.42060 0.209 0.899 -0.247
C -6.22066 4.32982 2.74596 -0.482 0.184 1.802
O -5.33455 4.85492 1.69532 -1.671 3.608 0.799
C -5.42871 6.31793 1.56365 4.114 1.247 -6.017
O -4.78459 6.87799 0.51851 -4.258 -3.696 6.873
C -6.29644 1.10730 0.38585 0.873 0.476 -3.713
C -4.97454 0.48181 -0.35716 -2.067 1.916 -1.697
C -3.90912 -0.43754 0.54701 -2.187 -0.754 3.633
O -4.34786 -0.75230 1.78242 3.123 1.642 -7.078
H 12.30530 0.96236 3.87527 0.354 2.016 -0.650
H 13.54007 2.37629 4.07534 -2.242 -0.579 -1.356
H 11.65509 2.73051 3.66999 1.893 -1.194 -0.444
H 13.53067 2.87725 1.58037 -1.509 -2.139 0.240
H 13.75683 1.01785 1.79879 -1.858 1.599 -0.182
H 10.72480 2.25615 1.31212 1.818 -1.082 -0.749
H 11.87237 1.99235 -0.18222 -0.517 -0.629 2.186
H 11.83020 -0.55982 1.55769 -1.576 1.080 -1.329
H 11.38564 -0.35664 -0.27427 -0.554 0.816 2.385
H 9.26249 0.65323 1.95923 0.244 -1.803 -1.704
H 9.42771 -1.24703 1.61889 -0.107 2.345 -1.129
H 8.77630 1.15366 -0.56483 -0.389 -2.471 0.528
H 9.16065 -0.64889 -1.07228 -1.220 1.292 1.684
H 6.43987 0.66674 -0.00020 1.112 -2.266 -0.337
H 6.93219 -0.87908 0.98508 0.174 1.165 -2.034
H 7.21595 -1.35559 -2.11239 -1.574 -0.128 1.897
H 6.49799 -2.48809 -0.78551 -0.326 2.062 -0.785
H 4.89031 0.22185 -1.68882 0.335 -2.527 -0.329
H 5.00324 -1.17284 -2.97510 -0.323 0.265 2.532
H 4.11651 -2.12025 -0.04073 -0.743 0.975 -1.799
H 2.99057 -0.74507 -0.67971 1.265 -2.031 -0.822
H 2.58966 -3.64450 -1.11593 0.563 1.635 -1.550
H 3.69080 -3.28015 -2.62764 -1.693 0.997 1.606
H 1.85559 -1.38727 -3.45663 -0.421 -1.815 1.895
H 1.26644 -3.17652 -3.40112 0.583 1.875 1.566
H 0.97204 -2.71786 0.38327 -2.130 1.433 -1.271
H -1.46535 -0.91662 2.83163 0.133 -2.271 -1.298
H -2.46538 -2.46485 2.43069 2.275 0.877 -0.259
H 0.83456 -2.13979 2.81265 -2.208 -1.506 0.357
H 0.01957 -3.86044 2.53284 -0.483 2.015 0.839
H -2.37505 -4.60232 2.91357 0.152 0.022 2.673
H -2.36227 -5.86280 4.32951 0.241 2.651 -0.320
H -4.22247 -4.72371 5.61121 1.057 1.300 -2.059
H -4.66483 -4.44482 3.78586 1.799 0.578 1.800
H -3.94553 -3.00821 4.77704 0.395 -2.240 -0.269
H -0.78479 -0.75796 -3.71889 -0.441 -0.645 2.926
H -5.81988 1.89390 -3.93411 0.042 -0.673 2.944
H -8.68011 1.98151 1.51695 -0.024 1.248 -2.095
H -9.70031 2.54505 -0.02564 2.290 0.094 1.017
H -7.36926 4.49400 0.09317 -1.644 -0.564 1.860
H -9.16734 4.86088 0.52652 2.066 -1.321 1.026
H -8.14510 5.55936 2.67936 0.636 -2.386 -0.461
H -8.38613 3.72953 3.17675 1.036 1.415 -1.699
H -6.02180 4.99895 3.71175 -0.474 -1.593 -1.839
H -5.89267 3.22655 3.02156 -0.542 2.376 -0.996
H -5.98235 7.04823 2.29546 0.821 -2.067 -0.952
H -6.43525 0.88656 1.53411 0.249 0.520 -2.664
C -5.70047 -1.31757 -6.48722 0.042 -0.122 -0.042
S -6.76974 -0.39173 -5.35951 -0.263 -0.527 0.141
O -7.43536 -1.38416 -4.45269 0.326 0.489 -0.562
C -7.97973 0.09752 -6.61198 -0.126 -0.036 -0.070
H -4.88126 -1.75319 -5.91016 -0.154 0.163 0.032
H -6.26828 -2.11686 -6.96961 -0.053 0.091 0.101
H -5.29115 -0.64049 -7.24056 -0.035 0.009 0.111
H -8.40620 -0.78931 -7.08667 0.074 0.015 0.098
H -7.49521 0.72810 -7.36137 0.019 -0.039 0.100
H -8.77572 0.66456 -6.12334 0.174 -0.089 0.042